CH31LiO15 as an isolated structure, computed with ωB97M-V/def2-TZVPD.

Geometry as XYZ:
```
48
Properties=species:S:1:pos:R:3
O -1.43471 2.41997 1.57026
O -1.70058 -2.13557 -0.53180
O 0.27519 -2.69203 -2.13922
O -0.52720 -0.76090 2.40359
O -3.20122 0.11105 -2.72413
O -1.02419 0.74092 -1.00726
O 1.15392 2.16452 2.53753
O -1.92193 3.57665 -0.96092
O -0.22840 -2.74872 1.73767
O 0.92112 3.31514 -1.99656
O 1.91884 -3.29978 0.37054
O -3.17778 0.83296 0.33114
O 3.55646 -0.83752 0.22775
O 2.23502 -0.44730 2.65520
O 2.71342 -1.43375 -1.85484
C 0.23458 0.33845 -0.35296
Li -0.37486 2.43534 -1.95562
H 1.28742 2.60235 1.67911
H 0.23036 0.93410 0.50898
H -0.81188 -0.14155 1.80926
H 1.80437 -1.65051 -2.03212
H -3.43714 -0.02888 0.72574
H 1.35458 3.17154 -1.14024
H 1.49649 -3.21130 -0.40399
H -0.44700 -2.13602 2.45877
H -1.95169 3.04451 -0.12428
H 1.36187 -3.11496 1.15046
H -2.81490 -0.06126 -3.56312
H -0.17655 -3.02989 -2.87668
H -1.45661 -1.27027 -0.75510
H -0.74950 2.08505 1.92329
H -2.43955 0.04684 -2.23632
H 3.90844 0.01739 0.01484
H -0.97482 -0.33363 3.24851
H -1.67358 4.50436 -0.94478
H 1.10033 0.71251 -1.05665
H -2.65603 -2.03946 -0.08016
H 1.67226 1.22295 2.68989
H 2.87375 -1.17745 -0.45736
H 0.35945 -0.61517 0.17508
H 2.81549 -0.71336 -2.38531
H -2.23633 1.87597 1.77057
H -0.46335 -2.73004 -1.67545
H -2.27690 0.79632 0.00926
H -0.83189 -2.38751 1.17649
H 1.65005 3.67641 -2.54824
H 1.38872 -0.91172 2.74228
H 2.67645 -0.71676 1.88691
```

Properties
* HOMO: -9.23 eV
* LUMO level: -1.088 eV
* relative energy (zero: lowest compared OMol25 entry of this formula, charge and spin): 32.8 kcal/mol
* HOMO-LUMO gap: 8.1446 eV